(1)
A structure of composition C23H26FN2O8W, computed with ωB97M-V with the def2-TZVPD basis set.

```
! wB97M-V def2-TZVPD RIJCOSX def2/J DEFGRID3
* xyz 1 3
W 0.735 -0.250 -1.046
O -0.127 -3.035 4.436
C 0.048 -2.515 3.379
C -0.879 -2.602 2.138
O -1.956 -3.129 2.069
C -0.169 -1.841 1.096
C 0.896 -1.172 1.626
O 1.587 -0.319 0.885
C 1.232 -1.615 2.967
O 2.244 -1.361 3.581
O -0.483 -1.698 -0.174
O 2.649 -1.213 -1.450
C 3.236 -0.141 -1.113
O 2.581 0.933 -1.113
C 4.603 -0.201 -0.459
N 4.299 -0.561 0.998
C 4.972 0.458 1.878
C 4.973 1.697 1.001
C 5.334 1.140 -0.379
H 5.183 -1.009 -0.898
H 4.579 -1.514 1.220
H 3.261 -0.506 1.150
H 5.981 0.107 2.087
H 4.406 0.529 2.803
H 5.681 2.441 1.355
H 3.978 2.143 0.982
H 6.409 0.975 -0.456
H 5.029 1.795 -1.191
F -2.825 -3.756 -2.649
C -2.060 -2.672 -2.767
C -2.691 -1.418 -2.705
C -1.937 -0.285 -2.812
C -0.531 -0.360 -3.019
C 0.363 0.781 -2.912
C 0.060 -1.641 -3.067
C -0.716 -2.808 -2.957
H -3.765 -1.380 -2.576
H -2.404 0.691 -2.765
H -0.107 1.756 -2.846
H 1.234 0.763 -3.563
H 1.105 -1.732 -3.344
H -0.271 -3.790 -3.022
O -0.658 1.107 -0.270
C -1.756 1.132 0.369
C -2.186 2.435 0.970
C -3.475 2.987 0.339
C -4.757 2.346 0.866
C -4.896 0.853 0.591
C -3.795 0.003 1.210
N -2.524 0.072 0.479
H -1.360 3.127 0.831
H -2.331 2.297 2.046
H -3.418 2.887 -0.749
H -3.509 4.057 0.546
H -5.612 2.868 0.434
H -4.812 2.512 1.947
H -4.927 0.661 -0.487
H -5.849 0.507 0.995
H -4.071 -1.049 1.215
H -3.625 0.289 2.252
H -2.175 -0.780 0.049
*
```

lowest unoccupied orbital energy (spin up / spin down)	-2.9 / -3.5	eV
Kohn-Sham gap (spin up / spin down)	7.9 / 8.0	eV
⟨S²⟩	2.0230


(2)
The molecule C23H26FN3O6S in a non-equilibrium geometry, computed with ωB97M-V with the def2-TZVPD basis set.

```
! wB97M-V def2-TZVPD RIJCOSX def2/J DEFGRID3
* xyz 0 1
O 3.537 1.648 0.583
C 2.894 0.873 1.248
C 2.713 1.027 2.769
O 1.382 1.495 2.988
C 0.398 0.589 3.047
O 0.606 -0.610 3.056
C -0.949 1.187 3.020
C -2.049 0.333 3.124
C -3.330 0.824 2.976
C -3.491 2.175 2.718
F -4.735 2.659 2.562
C -2.418 3.045 2.623
C -1.141 2.545 2.770
N 2.225 -0.204 0.750
C 1.571 -0.139 -0.522
C 0.256 0.289 -0.470
C -0.512 0.422 -1.606
S -2.187 0.967 -1.407
O -2.645 1.640 -2.586
O -2.297 1.662 -0.147
N -3.017 -0.511 -1.328
C -2.681 -1.234 -0.108
C -3.876 -2.044 0.385
O -4.985 -1.229 0.690
C -5.155 -0.129 -0.197
C -4.449 -0.355 -1.529
C 0.045 0.136 -2.840
C 1.355 -0.279 -2.912
C 2.173 -0.437 -1.766
N 3.445 -0.867 -1.903
C 4.117 -0.951 -3.186
C 5.588 -1.146 -2.830
C 5.510 -1.905 -1.510
C 4.340 -1.215 -0.815
H 3.375 1.805 3.149
H 2.875 0.078 3.291
H -1.877 -0.716 3.309
H -4.193 0.177 3.026
H -2.593 4.087 2.410
H -0.286 3.195 2.672
H 1.709 -0.749 1.437
H -0.186 0.554 0.478
H -2.392 -0.520 0.673
H -1.835 -1.897 -0.317
H -4.148 -2.795 -0.371
H -3.620 -2.563 1.312
H -6.232 -0.004 -0.338
H -4.747 0.779 0.266
H -4.585 0.504 -2.185
H -4.837 -1.248 -2.028
H -0.555 0.253 -3.727
H 1.769 -0.501 -3.880
H 3.956 -0.042 -3.771
H 3.741 -1.810 -3.758
H 6.132 -1.687 -3.602
H 6.066 -0.179 -2.674
H 6.427 -1.845 -0.930
H 5.277 -2.954 -1.693
H 3.840 -1.869 -0.098
H 4.682 -0.311 -0.299
*
```

SMILES	O=C(COC(=O)c1ccc(F)cc1)Nc1cc(S(=O)(=O)N2CCOCC2)ccc1N1CCCC1
lowest unoccupied orbital energy	0.3	eV
Kohn-Sham gap	8.3	eV


(3)
A structure of composition C23H26IIrN4O3S2, computed with ωB97M-V with the def2-TZVPD basis set.

```
! wB97M-V def2-TZVPD RIJCOSX def2/J DEFGRID3
* xyz 0 1
Ir 0.732 -0.240 -0.187
C -0.924 -1.336 3.947
C -1.459 -2.150 2.812
N -2.193 -3.199 3.062
C -2.646 -3.945 2.024
C -2.355 -3.682 0.718
C -2.914 -4.589 -0.345
O -3.784 -3.916 -1.260
C -1.547 -2.548 0.407
C -1.280 -2.274 -0.973
N -0.549 -1.318 -1.448
C -0.566 -1.101 -2.855
C -1.680 -1.446 -3.627
C -1.686 -1.261 -4.998
C -0.589 -0.702 -5.636
C 0.505 -0.307 -4.884
C 0.505 -0.492 -3.511
I 2.133 0.212 -2.406
C -1.100 -1.748 1.473
O -0.406 -0.658 1.399
H -1.278 -1.750 4.887
H -1.227 -0.292 3.855
H 0.168 -1.336 3.920
H -3.257 -4.801 2.288
H -3.439 -5.415 0.139
H -2.124 -5.025 -0.959
H -4.495 -3.520 -0.746
H -1.778 -2.923 -1.684
H -2.560 -1.848 -3.142
H -2.562 -1.542 -5.567
H -0.592 -0.551 -6.707
H 1.355 0.157 -5.365
C 3.679 -2.765 2.288
C 2.927 -1.644 1.620
S 1.891 -2.154 0.284
C 3.040 -0.371 2.007
C 3.945 0.044 3.138
S 2.145 0.936 1.230
H 3.612 -3.681 1.701
H 3.269 -2.980 3.279
H 4.736 -2.522 2.413
H 4.998 -0.105 2.884
H 3.742 -0.534 4.043
H 3.806 1.097 3.379
N -0.383 1.603 -0.475
C -0.262 2.750 -0.436
N -0.126 4.050 -0.289
C 0.028 4.887 -1.487
C -0.269 6.323 -1.098
O 0.548 6.739 -0.022
C 0.309 5.955 1.135
C 0.652 4.502 0.883
H -0.672 4.542 -2.247
H 1.049 4.803 -1.874
H -1.328 6.420 -0.827
H -0.057 6.988 -1.934
H -0.743 6.045 1.435
H 0.938 6.357 1.926
H 0.397 3.874 1.735
H 1.720 4.388 0.679
*
```

lowest unoccupied orbital energy	-0.4	eV
Kohn-Sham gap	5.6	eV


For each record above, in turn, the calculated total energy values are -48172.0617 -54580.8830 -68986.2641 eV.
For each record above, in turn, the calculated ΔE to the lowest compared entry with this formula, charge and spin values are 0.000 1.534 0.000 eV.